Here is a molecular structure, C36H50FN9O4SSiTa from the OMol25 dataset. Energies are from ωB97M-V with the def2-TZVPD basis set.

XYZ file:
```
103
Properties=species:S:1:pos:R:3:forces:R:3:lowdin_charge:R:1
H 3.8709 4.5832 -3.6783 0.1 0.0 0.0 0.12
O -0.1226 -0.4153 -0.3426 -0.5 -0.3 0.7 -0.16
C 5.9823 2.0280 -3.0529 -0.2 0.0 0.1 -0.11
C -4.6827 0.3889 4.4924 0.1 0.0 0.0 0.01
C 0.5146 -5.1031 2.0200 0.1 0.2 -0.2 -0.15
C -2.6412 -4.2829 -2.0067 -0.1 0.1 0.0 -0.01
H 7.7835 1.8609 -4.2221 0.0 0.0 -0.1 0.15
C 1.0786 1.2019 -1.5686 0.0 0.0 0.0 -0.05
C 1.7496 -3.9837 -0.5975 -0.4 0.0 0.1 -0.16
H 5.7964 2.0854 -5.6222 0.0 0.0 -0.1 0.19
H -0.0250 -4.8695 2.9386 0.0 0.0 0.0 0.01
H -2.5109 -4.2547 1.8012 -0.1 0.0 0.0 0.11
H 6.9767 3.1356 -6.0624 0.0 0.0 0.0 0.19
H 1.2253 2.7611 5.0397 0.0 0.0 0.0 0.08
C 1.9927 -2.3306 1.8940 -0.1 -0.3 -0.1 -0.16
C 1.0940 3.7587 4.6197 -0.1 0.0 -0.1 -0.07
C 3.4780 1.1588 -1.6950 -0.1 -0.1 0.1 -0.17
C 0.4046 3.6772 3.2607 0.1 0.0 0.2 -0.25
H 1.3893 -4.8771 -1.1062 0.0 0.0 0.0 0.03
H -0.6698 -2.0715 5.6411 0.0 0.1 0.0 0.10
O -2.5054 0.4069 0.4888 -0.7 -0.2 0.3 -0.23
N -2.6829 -2.2754 -0.1780 0.6 0.3 0.3 0.01
C -1.1704 1.7485 3.0649 -0.1 -0.4 0.1 -0.71
C -3.7481 -3.4384 -1.9206 0.1 -0.1 0.0 0.00
N -0.8932 3.0187 3.3481 0.1 0.2 0.0 0.01
N -2.6754 0.0476 3.1256 0.4 -0.6 -0.5 -0.11
H 6.3810 2.1547 -2.0446 0.0 0.0 0.0 0.14
H 2.7920 -4.1799 -0.3356 0.0 0.1 0.0 0.04
O -0.4822 -1.8906 3.5705 -0.3 -0.1 -0.3 -0.27
H -1.1603 2.7375 -5.3257 0.0 0.0 0.0 0.09
H 4.5436 3.9438 -5.8713 0.1 -0.1 0.0 0.14
H -0.1725 -3.5572 4.8014 0.0 0.0 -0.1 0.09
C -1.2652 2.4558 -2.1710 -0.1 0.0 0.0 0.07
C 2.2737 2.7611 -2.9805 0.1 0.2 -0.2 0.06
H -4.1936 1.3137 4.7717 0.0 0.0 0.0 0.08
C 1.0666 2.3020 -2.4439 0.2 -0.3 0.2 -0.11
C -5.1609 -2.4879 3.8736 0.1 0.1 0.0 0.03
N 4.6788 2.6836 -3.2342 0.2 -0.1 -0.1 -0.07
H -1.6187 3.5035 3.8582 -0.1 0.0 0.0 0.16
C 2.3126 0.6506 -1.2070 0.0 0.0 -0.1 0.10
C -0.2774 3.3610 -5.1862 0.0 0.0 0.1 -0.05
H 7.4788 3.5076 -3.6812 -0.1 0.1 -0.1 0.14
H 2.0723 4.2259 4.5102 0.0 0.0 0.0 0.08
H 0.6059 2.7502 -5.3757 0.0 0.0 0.0 0.07
C -0.2592 3.9482 -3.7788 0.0 0.0 -0.4 -0.16
C -3.7776 -0.4206 3.6287 0.2 0.5 0.0 -0.23
H -5.8893 -1.9471 4.4593 0.0 0.0 0.0 0.13
O -3.6739 1.3846 -1.1428 0.0 0.0 0.3 0.16
H -0.0816 -5.8282 1.4598 0.0 0.0 0.0 0.04
H -2.1887 2.9604 -2.4283 0.0 0.0 0.0 0.16
C -4.3369 -4.5146 2.9120 -0.1 0.1 0.1 0.00
C 4.8158 4.0510 -3.7060 0.1 0.0 0.1 -0.12
H 5.8631 4.9947 -5.3469 0.1 -0.1 -0.1 0.15
H -2.6298 -5.0738 -2.7456 0.0 0.0 0.0 0.13
H 2.9428 -2.2901 1.3575 0.0 0.0 0.0 0.04
C -1.6119 -3.1049 -0.2150 -0.4 -0.2 -0.6 -0.45
H 1.4461 -5.6023 2.2954 0.0 0.0 0.0 0.05
Ta -1.6419 -1.0186 1.3803 0.7 -0.4 0.8 1.91
C 5.3447 4.0590 -5.1447 -0.4 0.4 0.2 -0.06
N -0.7295 -2.7646 0.7768 0.1 0.2 0.3 -0.21
H 0.5554 4.6579 -3.6499 0.0 0.0 0.1 0.12
H 5.8709 0.9617 -3.2378 0.0 -0.1 0.1 0.14
H 2.2304 -2.6582 2.9090 0.0 0.0 0.0 0.05
H -1.1827 4.4916 -3.5944 0.0 0.0 0.1 0.13
H 2.3376 -0.1709 -0.5035 0.1 0.0 0.0 0.13
Si 0.8548 -3.5594 1.0051 0.4 -0.1 0.4 0.48
H 2.2469 3.5670 -3.6981 0.0 -0.1 0.0 0.10
C 3.5103 2.2161 -2.6436 -0.2 -0.1 0.1 -0.11
N -3.1625 -2.4692 2.5810 0.5 0.8 -0.7 0.01
H -1.8385 -2.9792 4.6634 0.0 0.0 0.0 0.07
H -0.7312 -4.8178 -1.1766 0.0 0.0 -0.1 0.09
H -4.6738 -0.6314 -0.2489 -0.1 0.0 0.0 0.05
H 1.0194 3.1160 2.5595 0.0 0.1 -0.1 0.07
C -2.6224 1.0710 -0.6653 0.1 0.4 -1.0 -0.48
H -4.9555 -0.1593 5.3938 0.0 0.0 0.0 0.10
H 0.2451 4.6787 2.8610 0.0 0.0 -0.1 0.12
H 1.5999 -1.3139 1.9340 0.1 0.0 0.0 -0.04
H 1.7286 -3.1560 -1.3102 0.0 0.0 0.0 0.04
H -6.1619 -4.3779 4.0422 0.0 0.0 0.0 0.13
H 5.4997 4.5985 -3.0496 0.0 0.0 0.0 0.14
H -4.6032 -3.5836 -2.5646 0.0 0.0 0.0 0.13
H 0.4156 -1.5579 3.6736 0.0 0.2 -0.1 0.04
H -5.5984 0.6294 3.9461 0.0 0.0 0.0 0.11
C -4.9537 -1.5715 -0.7162 0.1 0.0 0.0 0.00
C -1.3155 1.4148 -1.2817 0.2 -0.3 0.4 -0.02
C -4.0629 -1.8225 3.3417 -0.2 -0.4 0.1 -0.22
C -0.1399 0.6669 -1.0007 -0.2 0.2 -0.3 -0.30
H -4.3933 -5.5783 2.7315 0.0 0.0 0.0 0.13
C -0.8008 -2.6685 4.7393 -0.1 -0.1 0.1 -0.06
H -5.6305 -2.1064 -0.0443 0.0 0.0 0.0 0.10
H 0.5120 4.3565 5.3210 0.0 0.0 0.0 0.08
N -0.1482 2.8949 -2.7551 -0.2 0.1 0.0 -0.01
C -3.7584 -2.4352 -0.9731 -0.1 0.2 0.0 -0.28
C -1.5686 -4.1405 -1.1503 0.2 0.0 0.2 0.01
N -2.3538 1.3157 3.4219 -0.3 0.7 0.3 0.00
H -0.3136 4.1666 -5.9182 0.0 0.0 0.0 0.09
S 0.0308 0.7628 2.2569 -0.3 -0.4 -0.3 0.76
N 6.3062 2.9183 -5.3236 0.1 -0.1 -0.1 0.08
C 7.0042 2.5977 -4.0419 0.0 -0.1 0.4 -0.08
C -3.2879 -3.7822 2.3894 0.2 -0.1 -0.1 -0.10
C -5.3075 -3.8467 3.6447 0.1 -0.1 -0.1 0.01
H -5.4950 -1.3544 -1.6341 0.0 0.0 0.0 0.10
F 4.6167 0.6311 -1.2052 0.1 0.1 -0.3 0.08
```
Positions in Å, forces in eV/Å.

Properties
Charge: +3
DFT total energy, a.u.: -3039.5610
2S+1: 1
LUMO, eV: -7.83

---

Here is a molecular structure, C36H51ClCoN3OP2 from the OMol25 dataset. Energies are from ωB97M-V with the def2-TZVPD basis set.

XYZ file:
```
95
Properties=species:S:1:pos:R:3:forces:R:3:lowdin_charge:R:1
C 5.8967 -0.1764 1.3627 -0.4 0.0 0.0 -0.07
H -1.6477 -4.1039 2.0602 0.2 0.0 -0.2 0.07
C -1.9652 -3.8782 -3.6236 -0.2 0.3 0.3 -0.06
H -1.8660 1.0080 -4.1246 0.1 0.0 0.2 0.10
H -4.5013 -0.4631 1.0809 0.0 0.3 -0.2 0.12
C 0.9003 0.9828 -3.7332 0.0 -0.1 -0.1 -0.09
H 1.2663 -4.6207 2.8181 -0.1 0.3 0.0 0.10
H 2.7610 2.9268 0.3904 -0.2 0.3 0.0 0.05
H 0.9482 5.0525 -2.9332 0.0 0.0 0.4 0.06
H -1.3615 0.0658 -2.7141 -0.1 0.3 0.0 0.05
C 0.9181 -3.5869 2.9762 0.1 -0.2 0.1 -0.09
H 1.7568 -4.1869 0.5282 -0.1 0.2 0.1 0.10
P -0.2926 -1.2748 1.8059 -0.7 -0.5 0.0 1.21
H 0.2009 -3.6156 3.8051 0.3 0.0 -0.2 0.07
H -0.9935 1.2619 3.2814 -0.2 -0.1 0.0 0.07
C -1.8407 -2.0307 4.0415 -0.4 0.1 0.5 -0.07
H 0.9564 -2.9150 -0.4190 0.2 -0.1 0.3 0.06
H 2.7172 3.4258 -3.3621 -0.1 -0.1 0.3 0.08
C 1.7083 3.6402 -1.4006 -0.3 0.0 -0.2 -0.65
H 0.2487 5.2940 -1.3166 0.2 0.0 -0.1 0.08
C -1.2423 -1.5731 -0.7294 0.3 0.6 0.1 -0.38
C -3.3776 -2.7404 -1.4727 0.5 -0.2 -0.3 -0.03
C 0.3441 -0.7829 4.4959 0.0 0.0 0.1 -0.09
C -1.0685 3.2180 -0.6616 0.0 0.2 0.4 -0.23
H -3.7254 3.6689 -0.0638 -0.1 -0.4 0.0 0.13
C -1.6222 0.4376 3.6399 0.0 0.1 -0.1 -0.08
C -3.4250 2.6416 0.1406 0.1 -0.2 -0.3 0.00
C 3.6433 -0.8057 1.9999 1.1 0.1 -0.6 -0.15
C -1.3218 -2.9862 -2.7614 -0.2 -0.2 0.0 -0.03
H 0.8526 -1.7333 4.6776 -0.1 0.2 -0.1 0.06
C -2.4828 0.0925 0.6431 -0.2 0.4 0.0 -0.29
H 1.4398 4.0800 0.7402 0.2 -0.1 -0.1 0.08
H 2.1793 -2.4715 0.7812 -0.2 -0.2 -0.1 0.05
O 1.4992 1.6597 2.4208 -1.3 -1.5 -2.8 0.09
H 3.4837 1.1227 -0.6460 0.1 -0.3 0.3 0.07
H -2.2094 -2.6811 3.2370 0.2 0.2 0.3 0.05
H -0.2801 -2.6846 -2.9114 -0.4 -0.2 0.1 0.11
C -0.1839 1.8626 -3.0974 0.2 0.3 0.2 -0.65
P 0.3888 2.2686 -1.3278 -0.3 1.4 -1.3 1.12
C 2.2356 3.8204 0.0310 0.1 -0.1 0.0 -0.10
H 5.9442 1.1527 -0.3691 0.1 -0.1 0.2 0.11
C -4.3173 1.6495 0.5390 0.3 -0.2 0.3 -0.02
H -0.8490 2.8639 -4.8787 0.1 0.1 0.2 0.10
H 1.9222 5.7627 -1.6507 -0.2 -0.1 0.0 0.10
C -3.8447 0.3517 0.7769 0.0 0.0 -0.1 -0.01
H 2.9613 -1.3084 2.6809 0.0 0.1 -0.2 0.09
N 3.1419 -0.1396 0.9566 0.1 0.0 0.3 0.03
C -0.8522 -4.0809 1.3068 0.1 -0.1 0.0 -0.07
H -0.6927 3.9103 0.1106 -0.1 -0.2 -0.2 0.10
C 1.3560 -3.1632 0.5700 0.1 -0.1 -0.2 -0.09
H -2.5605 -2.0377 1.0495 0.0 0.2 -0.1 0.10
C 5.0336 -0.8873 2.2001 -0.8 0.5 -0.5 -0.65
H 1.7970 -2.9925 3.2562 -0.2 -0.2 0.0 0.06
H -2.5676 0.4282 3.0850 0.3 0.0 0.2 0.07
C -0.4031 3.1450 -3.9131 0.0 -0.1 -0.4 -0.09
N -1.6387 1.0887 0.3346 0.0 -0.4 -0.9 0.08
C 1.1549 5.0037 -1.8605 0.2 0.2 -0.1 -0.08
H 1.8469 1.5191 -3.8664 -0.3 -0.2 0.0 0.06
H -1.5412 3.8317 -1.4442 0.1 -0.2 0.3 0.09
C -0.8859 -0.9118 3.5750 0.1 -0.4 -0.4 -0.65
H 2.9605 4.6479 0.0188 -0.2 -0.2 0.1 0.10
C -1.8462 -1.2774 0.7159 0.4 -0.2 -0.1 -0.27
C -1.5086 1.0837 -3.0885 0.1 -0.2 0.1 -0.07
C -2.0856 2.2917 -0.0419 -0.1 -0.1 0.6 -0.30
Cl 5.6349 -1.8523 3.4785 0.1 -0.1 0.3 0.72
H 1.0649 -0.0616 4.0928 -0.1 -0.1 0.1 0.06
C 2.8906 3.2272 -2.2964 0.2 0.1 0.1 -0.09
H -1.3746 -2.6536 4.8171 -0.2 0.1 -0.3 0.09
H 3.1591 2.1701 -2.1725 -0.1 0.3 -0.2 0.05
N -0.1519 -0.9941 -1.0593 -1.3 -1.0 0.8 0.04
H -1.8573 0.6308 4.6984 0.0 0.0 -0.3 0.10
H -3.8211 -4.8871 -4.0810 0.1 0.2 0.2 0.11
C -2.0105 -2.4589 -1.6592 -0.2 0.2 0.0 -0.20
H -1.4128 -4.3146 -4.4557 -0.2 0.1 0.2 0.11
C 0.2809 -3.1039 1.6672 -0.1 0.1 0.0 -0.63
C 5.3437 0.5675 0.3209 -0.6 -0.1 0.2 -0.02
Co 0.3882 0.4387 0.0531 -1.3 -1.5 -3.0 0.26
H -2.7279 -1.5661 4.4973 0.2 -0.2 0.0 0.09
C 3.9492 0.5582 0.1654 0.8 -0.3 -0.1 -0.13
H -1.2872 -3.8761 0.3219 0.1 -0.1 0.2 0.07
H 3.7709 3.8179 -1.9984 -0.2 -0.1 -0.1 0.10
H 0.5308 3.6717 -4.1384 -0.3 -0.2 0.1 0.06
H -5.3723 1.8737 0.6702 0.2 0.0 0.0 0.12
H -5.0781 -3.8394 -2.1925 0.3 0.0 -0.1 0.11
H -3.9251 -2.2643 -0.6580 0.1 -0.2 -0.2 0.10
H 6.9627 -0.2135 1.5547 -0.1 0.0 -0.1 0.12
C 1.1030 1.1319 1.4509 2.9 3.7 6.6 -0.29
C -3.3143 -4.1945 -3.4102 0.1 0.1 0.1 -0.07
H -0.4171 -5.0919 1.2673 -0.1 0.2 0.0 0.10
C -4.0224 -3.6172 -2.3487 0.2 0.2 0.0 -0.07
H 0.5525 0.6591 -4.7243 0.1 0.0 0.2 0.10
H -1.1081 3.8322 -3.4267 0.2 -0.1 -0.2 0.08
H -0.0048 -0.4007 5.4653 0.1 -0.1 -0.2 0.10
H -2.2891 1.5749 -2.4973 0.0 0.0 -0.1 0.08
H 1.0805 0.0852 -3.1244 -0.1 0.2 -0.2 0.06
```
Positions in Å, forces in eV/Å.

Properties
Charge: +1
Expectation value of S²: 3.793
DFT total energy, a.u.: -4167.3368
2S+1: 4
LUMO (spin up / spin down), eV: -2.33 / -3.75

---

Here is a molecular structure, C36H51ClEuN3OP2 from the OMol25 dataset. Energies are from ωB97M-V with the def2-TZVPD basis set.

XYZ file:
```
95
Properties=species:S:1:pos:R:3:forces:R:3:lowdin_charge:R:1
H -0.9110 3.2403 -2.3219 0.2 0.5 0.2 0.06
H -4.1768 0.7380 5.4578 0.5 0.3 -0.1 0.12
H 0.3445 4.8717 1.5073 0.0 0.0 -0.1 0.08
C -3.2305 0.9868 4.9615 -0.1 -0.3 -0.3 -0.03
H 2.6630 0.5924 -3.5468 0.1 0.0 0.1 0.11
C -0.6594 1.1244 -4.3973 -0.7 0.0 -0.3 -0.02
H 3.4772 -3.2848 -1.8012 -0.2 0.4 -0.2 0.12
C 0.1943 5.0612 0.4405 -0.1 0.3 -0.1 -0.10
P -0.1259 -2.9942 0.7924 0.1 0.5 0.0 1.02
O 2.7878 0.1357 2.9000 -2.6 0.4 -2.1 0.11
C -1.2089 0.8303 -1.8818 -1.3 -2.8 4.8 -0.19
C 2.9556 -2.3231 -1.8459 -0.4 -0.3 0.3 -0.04
N 1.3848 -0.8504 -0.7486 0.7 0.3 -0.5 0.03
H 3.9509 -1.5464 -3.6057 -0.1 -0.1 0.0 0.11
H 1.5754 -4.1745 -0.5111 0.1 0.6 0.2 0.08
C 0.4271 -5.3450 2.2615 0.1 -0.3 0.6 -0.09
H -3.3840 -3.9647 -0.8482 0.1 0.1 0.2 0.09
C -1.5512 0.9209 -3.3389 0.3 -0.1 0.8 -0.23
H 1.1050 -3.6575 4.2972 0.0 0.1 -0.2 0.10
C -1.2511 2.3026 4.6706 0.0 -0.5 -0.5 -0.65
C 3.2151 -1.3649 -2.8312 -0.3 0.2 0.4 -0.05
Cl -0.2388 3.6225 5.0594 0.2 0.2 0.1 0.74
H -2.9811 1.1394 -6.9166 0.2 0.0 0.0 0.11
C -2.5696 1.0626 -5.9153 -0.5 0.0 0.3 -0.07
C -1.2706 -3.7626 -0.5009 0.2 -0.3 0.5 -0.69
H 2.2990 -3.3160 0.8462 -0.4 0.2 -0.4 0.09
C -0.2916 3.8117 -0.2910 0.4 -0.6 -0.1 -0.66
H 4.0128 3.8836 -1.4516 -0.2 0.2 0.0 0.09
H -1.5588 -5.6076 -1.5418 0.1 0.0 0.1 0.09
H 0.0527 1.6068 3.0647 -0.3 0.3 0.2 0.04
H -2.7103 2.6924 6.2075 0.0 -0.1 -0.1 0.12
H 4.0162 3.6715 1.6050 -0.3 0.2 0.1 0.09
C 1.0452 1.5012 -1.5301 -0.4 -2.4 -3.0 -0.36
H 1.1053 5.4777 0.0051 -0.2 -0.1 0.2 0.06
C -2.8360 0.2027 3.8692 0.4 0.5 0.2 -0.11
H -2.1342 -4.3748 2.6662 0.2 0.1 0.1 0.07
H -0.0223 -3.1542 -2.2256 -0.3 0.0 0.1 0.08
H 2.5194 4.6338 1.4741 0.2 -0.3 0.1 0.06
C 2.7241 2.9966 0.0196 -0.8 0.3 0.5 -0.68
H 0.0819 -5.4529 -0.9193 -0.2 0.0 0.1 0.08
C 1.7274 0.1451 -1.6472 -2.0 0.7 -0.1 -0.33
H 0.8276 -2.1087 3.4911 -0.1 0.0 0.0 0.05
H 1.1544 2.1004 -2.4768 0.3 -0.5 1.2 0.06
C -3.4631 0.8236 -4.8563 1.0 0.0 0.7 -0.05
H 2.4829 3.0069 2.2078 0.1 0.2 -0.2 0.05
H -0.5792 5.8373 0.3564 0.1 -0.1 0.0 0.09
H 3.6716 1.4093 -1.1561 0.1 0.1 0.3 0.07
C -2.4279 2.0589 5.3718 -0.2 -0.5 -0.4 -0.05
H 2.8306 5.0296 -0.8212 0.0 -0.4 -0.2 0.08
C -1.6495 3.4266 0.3272 -0.2 0.0 0.0 -0.12
H -1.6997 -2.7628 3.2846 0.1 -0.1 0.0 0.06
H -1.2809 -1.9522 -1.7692 0.2 -0.5 0.0 0.05
C -0.9703 -5.2530 -0.6860 -0.5 -0.2 -0.2 -0.09
H 3.4181 0.9726 0.5522 0.2 0.2 -0.3 0.05
H -3.4521 -0.6295 3.4978 0.4 0.5 0.2 0.12
H 0.4309 4.4373 -2.2742 -0.2 -0.2 0.1 0.07
C -0.4911 4.1030 -1.7808 -0.2 0.4 -0.1 -0.08
C -2.9150 0.7336 -3.5674 -0.9 0.1 -0.2 -0.04
C 1.5499 -3.2102 0.0335 0.2 -0.2 0.1 -0.27
N -1.6867 0.3743 -0.8018 2.0 2.4 -5.9 -0.07
H 4.6951 2.1352 0.0938 -0.3 -0.1 0.0 0.10
C -0.8909 1.4628 3.6063 -0.9 -0.3 0.6 -0.22
H -1.5641 3.2017 1.4023 0.0 0.1 -0.2 0.06
H -2.3352 4.2824 0.2175 0.2 -0.2 0.1 0.09
H 0.4095 1.1898 -4.2152 -0.3 0.1 -0.1 0.09
H -1.2866 -5.8532 0.1777 0.2 0.2 -0.3 0.07
C 2.9629 3.9826 -1.1332 0.8 0.4 0.0 -0.08
H 2.0673 -3.2177 2.8778 -0.1 0.0 0.1 0.07
C -1.1944 1.2026 -5.6982 0.0 -0.2 0.7 -0.06
H 0.6722 -5.7700 3.2521 0.0 0.0 -0.4 0.09
C 1.0659 -3.1615 3.3170 -0.1 -0.2 -0.1 -0.10
C -1.0489 -3.0328 -1.8461 -0.1 0.3 0.2 -0.08
H -0.5283 1.3707 -6.5378 -0.1 0.0 0.1 0.11
C -2.7315 -3.5619 -0.0606 0.0 -0.1 -0.2 -0.10
C 1.8602 0.2089 2.2179 3.7 -0.6 2.8 -0.13
C 0.0064 -3.8791 2.4604 -0.2 -0.6 -0.8 -0.71
H -1.7478 -3.4659 -2.5822 0.3 0.1 0.2 0.10
H -4.5473 0.7009 -4.9645 0.6 0.1 -0.3 0.11
H -3.5487 0.5222 -2.6931 0.3 0.2 -0.5 0.12
C -1.3554 -3.8004 3.1785 0.2 -0.1 0.1 -0.09
C 3.6720 1.7948 -0.1339 0.1 0.1 0.1 -0.09
N -1.6769 0.4396 3.2198 -0.4 0.4 0.9 -0.09
Eu -0.4047 -0.1003 1.1745 -0.4 0.0 -1.4 1.25
H -1.1972 4.9493 -1.8593 0.1 -0.3 -0.1 0.10
H -0.3804 -5.9643 1.8451 0.4 0.3 0.2 0.07
C 1.9590 -2.0669 -0.8993 0.5 0.2 0.0 -0.35
C 2.5381 -0.1605 -2.7759 -0.1 0.0 0.5 -0.06
H -2.9847 -2.4996 0.0558 0.1 -0.2 0.0 0.07
H 1.3264 -5.4409 1.6249 -0.4 0.0 0.3 0.09
H -2.9732 -4.0882 0.8695 0.1 0.1 -0.2 0.06
C 2.9335 3.6218 1.4135 0.6 0.2 -0.2 -0.10
H -2.1357 2.5797 -0.1681 0.2 0.2 0.1 0.04
H 2.3515 3.8016 -2.0299 0.2 -0.1 0.4 0.06
P 0.9505 2.3560 -0.0183 0.0 0.5 0.3 1.01
H -1.2419 -4.2151 4.1905 -0.1 0.1 -0.2 0.09
```
Positions in Å, forces in eV/Å.

Properties
Charge: +1
Expectation value of S²: 15.761
DFT total energy, a.u.: -3494.8802
2S+1: 8
LUMO (spin up / spin down), eV: -2.70 / -2.69